Entry 1:
C42H34N4O2S4Ti as an isolated structure. Source: OMol25; level of theory: wB97M-V/def2-TZVPD.

Computed properties:
Multiplicity: 3
E_LUMO (alpha / beta): 0.4 / 0.3 eV
Gap between HOMO and LUMO (alpha / beta): 6.28 / 6.97 eV
⟨S²⟩: 2.01
Energy above the lowest of the compared OMol25 structures with the same formula, charge and spin: 1.920 eV
Molecular weight: 802.90 g mol⁻¹
Calculated total energy: -4432.64077 Ha

Geometry as XYZ:
```
87
C42H34N4O2S4Ti, DFT wB97M-V/def2-TZVPD
Ti -0.035 0.112 0.440
S -2.074 -0.694 2.695
C -0.915 -0.796 4.030
C -1.174 -1.647 5.099
C -0.316 -1.703 6.184
C 0.819 -0.906 6.206
C 1.079 -0.036 5.159
C 0.216 0.022 4.072
S 0.463 1.220 2.786
C 2.232 1.014 2.365
C 2.448 1.829 1.119
C 3.498 2.718 0.986
C 3.589 3.462 -0.182
C 2.622 3.317 -1.157
C 1.590 2.406 -0.957
C 0.461 2.325 -1.942
S -0.308 0.671 -2.107
C -2.012 1.152 -2.240
C -2.664 0.941 -3.450
C -4.002 1.269 -3.593
C -4.675 1.826 -2.510
C -4.027 2.038 -1.307
C -2.678 1.695 -1.129
S -1.895 1.957 0.410
N 1.531 1.664 0.151
H -2.052 -2.277 5.058
H -0.525 -2.375 7.006
H 1.498 -0.947 7.048
H 1.945 0.613 5.198
H 2.402 -0.049 2.174
H 2.875 1.354 3.175
H 4.221 2.832 1.782
H 4.399 4.168 -0.318
H 2.650 3.904 -2.065
H 0.784 2.662 -2.926
H -0.338 2.976 -1.579
H -2.110 0.513 -4.277
H -4.511 1.097 -4.532
H -5.721 2.095 -2.605
H -4.558 2.462 -0.464
C -1.529 -3.728 2.215
O -0.301 -3.148 2.665
C 0.032 -2.083 1.759
N -1.254 -1.576 1.340
C -2.001 -2.830 1.057
C -3.477 -2.643 0.842
C -4.406 -3.559 1.321
C -5.760 -3.381 1.072
C -6.197 -2.284 0.345
C -5.273 -1.367 -0.139
C -3.922 -1.549 0.102
C 0.968 -2.517 0.758
C 1.624 -3.764 0.922
C 2.551 -4.163 0.007
C 2.872 -3.319 -1.055
C 2.254 -2.088 -1.134
N 1.313 -1.673 -0.256
C 2.740 -1.184 -2.198
N 2.596 0.068 -2.298
C 3.411 0.516 -3.438
C 3.886 -0.801 -4.084
O 3.520 -1.805 -3.129
C 2.666 1.421 -4.387
C 1.487 0.993 -4.989
C 0.778 1.841 -5.824
C 1.248 3.123 -6.081
C 2.435 3.549 -5.503
C 3.138 2.699 -4.659
H -1.368 -4.760 1.891
H -2.241 -3.719 3.045
H -1.561 -3.198 0.124
H -4.076 -4.418 1.892
H -6.473 -4.102 1.451
H -7.254 -2.144 0.157
H -5.600 -0.505 -0.706
H -3.209 -0.820 -0.267
H 1.361 -4.382 1.766
H 3.034 -5.127 0.105
H 3.608 -3.598 -1.790
H 4.258 1.074 -3.027
H 3.374 -1.008 -5.024
H 4.961 -0.840 -4.243
H 1.102 0.004 -4.770
H -0.149 1.508 -6.273
H 0.692 3.785 -6.732
H 2.811 4.544 -5.707
H 4.060 3.036 -4.198
```

=====

Entry 2:
C42H35BF4N5O2STeTi as an isolated structure in a non-equilibrium geometry. Source: OMol25; level of theory: wB97M-V/def2-TZVPD.

Computed properties:
Multiplicity: 3
E_LUMO (alpha / beta): 2.1 / 2.0 eV
Gap between HOMO and LUMO (alpha / beta): 5.01 / 6.68 eV
⟨S²⟩: 2.03
Energy above the lowest of the compared OMol25 structures with the same formula, charge and spin: 0.000 eV
Molecular weight: 936.11 g mol⁻¹
Net charge: -1
Calculated total energy: -3986.19433 Ha

Geometry as XYZ:
```
92
C42H35BF4N5O2STeTi, DFT wB97M-V/def2-TZVPD
Ti 1.555 -0.500 0.351
N 1.698 -4.864 1.464
C 1.611 -3.491 1.295
S 1.655 -2.896 -0.352
N 1.497 -2.789 2.372
N 1.415 -1.428 2.156
C 0.967 -0.656 3.161
C 0.496 -1.192 4.466
C -0.333 -2.315 4.541
C -0.758 -2.810 5.766
C -0.355 -2.204 6.951
C 0.475 -1.093 6.893
C 0.895 -0.596 5.665
C 1.000 0.740 2.891
C 0.395 1.739 3.701
C 0.575 3.059 3.402
C 1.369 3.426 2.284
C 1.830 2.425 1.477
N 1.629 1.113 1.714
H 2.152 -5.344 0.709
H 1.983 -5.143 2.391
H -0.647 -2.796 3.629
H -1.410 -3.677 5.794
H -0.672 -2.602 7.909
H 0.803 -0.614 7.809
H 1.566 0.254 5.637
H -0.226 1.436 4.532
H 0.103 3.824 4.010
H 1.579 4.463 2.053
H 2.398 2.659 0.583
C -4.288 3.188 -1.010
C -3.211 2.182 -0.668
C -3.443 1.149 0.229
C -2.476 0.211 0.542
C -2.880 -0.785 1.598
O -3.464 -0.361 2.568
C -2.721 -2.263 1.408
C -2.097 -2.837 0.305
C -1.996 -4.217 0.196
C -2.553 -5.034 1.166
C -3.216 -4.470 2.253
C -3.289 -3.094 2.375
C -1.190 0.332 -0.020
O -0.214 -0.483 0.312
C -0.923 1.383 -0.926
C -1.955 2.276 -1.232
C 0.412 1.589 -1.501
N 1.456 0.866 -1.210
C 2.741 1.276 -1.827
C 3.011 0.797 -3.265
Te 2.820 -1.309 -3.670
C 0.890 -1.109 -4.555
C -0.243 -1.462 -3.817
C -1.517 -1.302 -4.354
C -1.671 -0.792 -5.639
C -0.548 -0.444 -6.383
C 0.726 -0.606 -5.845
C 0.517 2.772 -2.433
C 0.108 2.655 -3.759
C 0.161 3.752 -4.611
C 0.616 4.979 -4.142
C 1.008 5.105 -2.815
C 0.952 4.007 -1.964
H -5.213 2.968 -0.474
H -4.507 3.181 -2.082
H -3.977 4.202 -0.745
H -4.410 1.056 0.715
H -1.661 -2.219 -0.467
H -1.459 -4.646 -0.641
H -2.468 -6.111 1.078
H -3.665 -5.105 3.009
H -3.770 -2.633 3.229
H -1.762 3.081 -1.928
H 3.532 0.916 -1.189
H 2.825 2.358 -1.836
H 4.036 1.071 -3.510
H 2.351 1.275 -3.981
H -0.122 -1.861 -2.817
H -2.390 -1.565 -3.762
H -2.664 -0.670 -6.061
H -0.662 -0.048 -7.387
H 1.599 -0.331 -6.428
H -0.260 1.702 -4.117
H -0.159 3.647 -5.642
H 0.657 5.835 -4.806
H 1.352 6.061 -2.438
H 1.240 4.111 -0.922
F 5.697 -1.349 0.957
B 5.028 -0.478 0.118
F 3.548 -0.554 0.484
F 5.134 -0.835 -1.237
F 5.384 0.863 0.314
```

=====

Entry 3:
One molecule with the formula C42H35ClF17N3O5. Source: OMol25; level of theory: wB97M-V/def2-TZVPD.

Computed properties:
Multiplicity: 1
E_LUMO: 0.5 eV
Gap between HOMO and LUMO: 9.60 eV
Energy above the lowest of the compared OMol25 structures with the same formula, charge and spin: 0.109 eV
Molecular weight: 1020.18 g mol⁻¹
Calculated total energy: -4320.01707 Ha

Geometry as XYZ:
```
103
C42H35ClF17N3O5, DFT wB97M-V/def2-TZVPD
C 3.842 -3.181 -4.508
H 2.936 -3.760 -4.350
C 3.547 -1.975 -5.390
N 2.630 -1.062 -4.732
C 3.063 -0.027 -3.941
O 4.212 0.258 -3.737
C 1.834 0.728 -3.453
C 0.643 -0.075 -3.968
C 1.263 -1.144 -4.864
O 0.690 -1.907 -5.593
H -0.058 0.522 -4.553
C -0.072 -0.676 -2.728
N 0.652 -0.137 -1.592
C 0.471 -0.418 -0.289
O 1.214 0.073 0.551
C -0.712 -1.273 0.114
N -1.829 -0.381 0.394
H -1.559 0.268 1.130
C -3.010 -1.117 0.818
C -4.142 -0.213 1.223
C -4.227 1.094 0.766
C -5.283 1.904 1.145
C -6.271 1.414 1.981
C -6.198 0.109 2.438
C -5.139 -0.698 2.062
H -5.079 -1.713 2.429
H -6.962 -0.279 3.095
H -7.095 2.046 2.279
H -5.334 2.921 0.786
H -3.458 1.475 0.113
H -3.329 -1.729 -0.036
H -2.786 -1.809 1.649
H -1.011 -1.958 -0.679
H -0.410 -1.863 0.996
C 1.709 0.811 -1.923
C 2.993 0.294 -1.242
O 3.264 -0.880 -1.219
O 3.752 1.263 -0.774
C 4.989 0.901 -0.157
H 5.755 1.521 -0.630
C 4.938 1.174 1.342
H 4.641 2.213 1.499
H 5.936 1.029 1.758
C 3.937 0.253 2.046
C 3.855 0.600 3.522
F 5.035 0.336 4.141
F 3.639 1.922 3.731
C 2.760 -0.183 4.311
F 2.959 -1.507 4.164
F 2.888 0.075 5.627
C 1.299 0.136 3.845
F 0.877 -0.863 3.053
F 1.256 1.269 3.128
C 0.286 0.273 5.027
F 0.596 1.345 5.769
F 0.359 -0.809 5.818
C -1.184 0.401 4.505
F -1.581 -0.788 4.024
F -1.247 1.274 3.489
C -2.176 0.863 5.621
F -1.895 2.128 5.972
F -2.026 0.098 6.711
C -3.660 0.790 5.142
F -4.026 -0.493 5.003
F -3.780 1.387 3.947
C -4.648 1.488 6.131
F -5.896 1.167 5.820
F -4.427 1.119 7.386
F -4.529 2.807 6.056
H 4.252 -0.790 1.967
H 2.953 0.354 1.586
H 5.189 -0.155 -0.362
C 1.342 2.238 -1.464
C 0.120 2.744 -2.178
C 0.239 3.627 -3.244
C -0.880 4.058 -3.936
C -2.137 3.608 -3.569
C -2.268 2.740 -2.498
C -1.149 2.315 -1.803
H -1.262 1.644 -0.964
H -3.248 2.396 -2.201
H -3.011 3.941 -4.109
H -0.770 4.746 -4.761
H 1.215 3.998 -3.528
H 2.196 2.886 -1.661
H 1.172 2.212 -0.387
C -0.072 -2.189 -2.780
C -1.158 -2.851 -3.339
C -1.161 -4.228 -3.455
C -0.068 -4.949 -3.001
C 1.021 -4.305 -2.436
C 1.020 -2.925 -2.336
H 1.871 -2.424 -1.899
H 1.865 -4.876 -2.083
Cl -0.063 -6.670 -3.140
H -2.001 -4.739 -3.897
H -2.006 -2.285 -3.694
H -1.110 -0.320 -2.696
H 1.877 1.734 -3.876
H 3.080 -2.286 -6.326
H 4.464 -1.417 -5.594
H 4.225 -2.852 -3.545
H 4.586 -3.811 -4.987
```

=====

Entry 4:
A 7-piece molecular cluster, C42H35N7O14 overall in a non-equilibrium geometry. Source: OMol25; level of theory: wB97M-V/def2-TZVPD.

Computed properties:
Multiplicity: 1
E_LUMO: -1.0 eV
Gap between HOMO and LUMO: 8.95 eV
SMILES string: O=[N+]([O-])c1ccccc1.O=[N+]([O-])c1ccccc1.O=[N+]([O-])c1ccccc1.O=[N+]([O-])c1ccccc1.O=[N+]([O-])c1ccccc1.O=[N+]([O-])c1ccccc1.O=[N+]([O-])c1ccccc1
Energy above the lowest of the compared OMol25 structures with the same formula, charge and spin: 5.895 eV
Molecular weight: 861.78 g mol⁻¹
Calculated total energy: -3057.27179 Ha

Geometry as XYZ:
```
98
C42H35N7O14, DFT wB97M-V/def2-TZVPD
O -8.767 -1.982 1.197
N -8.534 -3.018 1.905
O -9.429 -3.882 2.133
C -7.171 -3.067 2.545
C -6.715 -4.028 3.364
C -5.416 -4.145 3.801
C -4.486 -3.110 3.422
C -4.947 -1.991 2.658
C -6.244 -2.065 2.202
H -7.498 -4.695 3.694
H -4.920 -4.969 4.293
H -3.482 -3.010 3.809
H -4.249 -1.307 2.199
H -6.522 -1.224 1.584
O -1.196 -12.661 3.365
N -1.356 -11.632 4.041
O -1.349 -11.471 5.266
C -1.687 -10.378 3.344
C -2.466 -10.317 2.204
C -2.657 -9.112 1.506
C -1.917 -8.027 1.897
C -1.043 -8.089 2.974
C -1.050 -9.202 3.765
H -2.916 -11.221 1.819
H -3.302 -8.966 0.652
H -2.121 -7.237 1.189
H -0.564 -7.162 3.254
H -0.488 -9.318 4.680
O 2.480 -1.746 0.445
N 1.447 -1.243 0.110
O 0.387 -1.833 0.203
C 1.567 0.148 -0.532
C 2.754 0.850 -0.548
C 2.851 2.132 -0.985
C 1.733 2.772 -1.515
C 0.434 2.104 -1.432
C 0.410 0.821 -0.900
H 3.660 0.418 -0.147
H 3.843 2.518 -0.801
H 1.692 3.738 -1.996
H -0.452 2.616 -1.777
H -0.563 0.369 -0.772
O 2.981 -13.502 -0.239
N 3.171 -12.315 -0.131
O 3.673 -11.846 0.928
C 2.736 -11.292 -1.201
C 2.564 -11.629 -2.526
C 2.021 -10.720 -3.397
C 1.707 -9.480 -2.870
C 2.043 -8.955 -1.561
C 2.537 -9.949 -0.665
H 2.955 -12.530 -2.975
H 1.840 -10.968 -4.433
H 1.066 -8.955 -3.563
H 1.777 -7.996 -1.142
H 2.766 -9.720 0.365
O 4.886 9.072 1.737
N 4.865 9.871 0.867
O 4.166 9.721 -0.189
C 5.752 11.054 0.957
C 6.530 11.313 2.094
C 7.510 12.330 2.075
C 7.638 13.213 1.005
C 6.755 13.056 -0.106
C 5.935 11.878 -0.081
H 6.320 10.680 2.943
H 8.138 12.486 2.940
H 8.373 13.998 1.105
H 6.942 13.671 -0.974
H 5.448 11.571 -0.994
O 8.864 5.939 -5.734
N 7.785 5.607 -5.292
O 7.546 4.780 -4.433
C 6.657 6.192 -6.033
C 5.680 5.304 -6.373
C 4.732 5.815 -7.271
C 4.778 7.061 -7.644
C 5.832 7.965 -7.372
C 6.717 7.549 -6.406
H 5.507 4.316 -5.974
H 3.814 5.293 -7.497
H 3.970 7.456 -8.242
H 5.767 8.915 -7.881
H 7.631 8.087 -6.203
O -5.919 6.034 1.851
N -6.347 4.900 1.768
O -5.613 3.981 1.236
C -7.647 4.529 2.280
C -7.824 3.461 3.180
C -9.093 3.080 3.550
C -10.204 3.675 2.953
C -9.981 4.817 2.228
C -8.705 5.224 1.856
H -6.987 2.865 3.513
H -9.295 2.156 4.071
H -11.219 3.305 2.965
H -10.801 5.245 1.670
H -8.487 6.010 1.148
```

=====

Entry 5:
C42H36AsIrN2OSSi as an isolated structure in a non-equilibrium geometry. Source: OMol25; level of theory: wB97M-V/def2-TZVPD.

Computed properties:
Multiplicity: 2
E_LUMO (alpha / beta): 2.1 / 2.1 eV
Gap between HOMO and LUMO (alpha / beta): 4.91 / 5.18 eV
⟨S²⟩: 1.14
Energy above the lowest of the compared OMol25 structures with the same formula, charge and spin: 3.256 eV
Molecular weight: 912.06 g mol⁻¹
Net charge: -1
Calculated total energy: -4834.52642 Ha

Geometry as XYZ:
```
85
C42H36AsIrN2OSSi, DFT wB97M-V/def2-TZVPD
Ir -0.396 -0.893 1.011
C 4.834 -4.782 -0.783
Si 3.831 -4.750 0.849
C 5.020 -5.400 2.211
C 2.361 -5.957 0.756
C 3.386 -2.949 1.221
C 4.355 -2.096 1.775
C 4.067 -0.758 2.023
C 2.786 -0.300 1.797
N 1.823 -1.104 1.328
C 2.135 -2.375 0.995
S 0.790 -3.170 0.256
H 5.266 -5.761 -0.964
H 5.649 -4.065 -0.756
H 4.212 -4.530 -1.634
H 5.269 -6.441 2.027
H 4.588 -5.339 3.205
H 5.954 -4.849 2.235
H 2.703 -6.989 0.752
H 1.775 -5.786 -0.140
H 1.689 -5.827 1.598
H 5.334 -2.491 2.010
H 4.825 -0.083 2.396
H 2.501 0.728 1.984
N -8.070 5.420 0.287
C -7.214 4.651 0.379
C -6.176 3.728 0.496
C -5.864 2.866 -0.576
C -4.875 1.933 -0.445
C -4.157 1.800 0.771
C -4.433 2.717 1.816
C -5.422 3.651 1.684
C -3.304 0.730 0.944
C -2.648 -0.330 1.052
H -6.434 2.946 -1.492
H -4.631 1.265 -1.258
H -3.850 2.659 2.726
H -5.651 4.335 2.492
O 0.137 1.393 0.923
As 0.627 2.094 -0.474
C 2.483 2.650 -0.354
C 3.509 1.765 -0.687
C 4.825 2.108 -0.449
C 5.128 3.329 0.144
C 4.106 4.198 0.512
C 2.790 3.855 0.277
C 0.592 0.974 -2.043
C -0.154 -0.200 -2.154
C -0.166 -0.909 -3.335
C 0.540 -0.439 -4.442
C 1.254 0.750 -4.349
C 1.274 1.455 -3.169
C -0.400 3.710 -0.701
C -1.548 3.885 0.074
C -2.356 4.984 -0.117
C -2.038 5.921 -1.097
C -0.911 5.734 -1.890
C -0.098 4.635 -1.705
H 3.261 0.822 -1.165
H 5.619 1.425 -0.726
H 6.160 3.591 0.334
H 4.345 5.141 0.982
H 1.975 4.517 0.561
H -0.696 -0.574 -1.270
H -0.715 -1.837 -3.399
H 0.537 -0.999 -5.364
H 1.803 1.117 -5.204
H 1.850 2.369 -3.086
H -1.767 3.151 0.841
H -3.235 5.119 0.498
H -2.667 6.788 -1.242
H -0.668 6.461 -2.653
H 0.789 4.492 -2.312
C -2.277 -1.636 1.207
C -3.147 -2.746 1.172
C -4.550 -2.560 1.139
C -5.404 -3.635 1.062
C -4.909 -4.933 1.015
C -3.535 -5.136 1.080
C -2.667 -4.072 1.161
H -4.938 -1.551 1.165
H -6.474 -3.468 1.032
H -5.582 -5.775 0.928
H -3.134 -6.141 1.056
H -1.599 -4.227 1.192
```